{"formula": "C6H17N2", "method": "ωB97M-V/def2-TZVPD", "gap_ev": 11.498, "e_homo_ev": -14.488, "de_lowest_kcal_mol": 15.9, "total_charge": 1, "symbols": ["C", "C", "C", "N", "H", "H", "H", "H", "H", "H", "H", "C", "C", "C", "N", "H", "H", "H", "H", "H", "H", "H", "H", "H", "H"], "coordinates": [[-2.1322, -0.1378, -2.7863], [-1.6725, 0.4571, -1.4453], [-0.0186, 2.0895, -1.4997], [-0.2661, 0.8399, -1.5111], [-3.1530, -0.4981, -2.6833], [-2.0981, 0.6374, -3.5507], [-1.4887, -0.9607, -3.0939], [-1.7894, -0.3157, -0.6799], [-2.3348, 1.2923, -1.2000], [-0.7752, 2.8335, -1.2596], [1.0141, 2.3767, -1.6737], [0.1004, -1.6245, 1.8331], [0.7757, -0.3068, 1.5275], [1.8221, 0.0573, 2.5651], [1.4219, -0.4257, 0.1358], [-0.6892, -1.9786, 1.1703], [0.8238, -2.4340, 1.9681], [-0.3818, -1.5347, 2.8121], [0.0547, 0.4966, 1.3611], [2.5309, -0.7538, 2.7276], [1.2914, 0.2314, 3.5007], [2.3456, 0.9783, 2.3056], [0.7277, 0.0030, -0.6104], [2.2983, 0.0884, 0.1478], [1.5930, -1.4110, -0.0608]], "forces_ev_per_a": [[0.31, 0.28, 0.30], [-0.47, -0.69, -0.20], [0.39, -0.86, 0.16], [-0.67, 0.99, -0.01], [-0.03, -0.01, -0.06], [-0.05, -0.07, -0.09], [-0.02, -0.02, 0.00], [0.04, 0.09, 0.09], [0.21, 0.11, 0.16], [-0.07, 0.15, -0.48], [0.00, 0.34, 0.23], [-0.41, -0.31, 1.05], [0.15, -0.28, -0.97], [-0.47, 0.14, -0.01], [-0.63, 0.01, 0.52], [0.16, 0.34, -0.37], [0.12, 0.11, -0.20], [0.02, 0.05, -0.09], [-0.04, -0.02, 0.45], [0.05, 0.00, -0.08], [0.15, 0.03, 0.08], [0.06, -0.03, 0.02], [0.86, -0.40, 0.00], [0.11, -0.06, -0.34], [0.22, 0.13, -0.17]]}